Molecular formula: C5H3NO2
Method: DFT, ωB97M-V/def2-TZVPD

Each line ends with the natural charge from an NBO analysis.
CARTESIAN COORDINATES (ANGSTROEM)
C (0.1063, -0.3051, 0.2617)  0.082
C (-1.3856, -0.9208, -0.0530)  0.340
C (0.2336, 1.2792, 0.3371)  -0.066
C (-0.0905, 2.4390, -0.0515)  -0.139
C (1.3140, -0.3497, -0.8161)  0.249
H (1.1298, -1.8797, 1.1380)  0.496
H (-2.0278, -1.8560, 0.8537)  0.240
H (-0.0181, 3.5368, -0.1075)  0.258
N (2.0056, -0.5951, -1.7171)  -0.288
O (0.7679, -0.9149, 1.4097)  -0.688
O (-2.0351, -0.4336, -1.2550)  -0.484

Properties
Calculated total energy, a.u.: -397.2585
Relative energy (zero: lowest compared OMol25 entry of this formula, charge and spin), kcal per mole: 172.0
Lowest unoccupied orbital energy, eV: -1.476
F_max, eV/Å: 11.0
HOMO-LUMO gap, eV: 9.199